Entry 1:
The following is a quantum chemistry calculation of an isolated molecule of C8H8 at a distorted geometry, from OMol25.

```
16
Properties=species:S:1:pos:R:3:forces:R:3:nbo_charge:R:1
C 1.6883 1.5721 -0.4887 0.4 1.8 1.6 -0.361
C 0.9342 0.6718 0.1494 3.9 -2.9 -1.6 -0.216
C -0.3235 1.0875 0.5053 -1.4 4.2 2.5 -0.154
C -0.5597 2.3039 1.0836 0.6 -1.2 -1.0 -0.326
C -1.2680 0.1418 0.4634 -2.2 -7.7 -3.6 -0.122
C -1.1154 -1.1646 -0.1719 -1.1 0.3 3.4 -0.288
C -0.1212 -2.1255 -0.6548 3.4 -3.6 -2.7 -0.067
C 0.5874 -3.0948 -1.1418 -2.9 4.6 2.9 -0.235
H 1.1592 2.5910 -0.4101 1.4 -1.4 -1.1 0.191
H 2.7854 1.5816 -0.6135 -0.8 -0.5 -0.5 0.211
H 1.0933 -0.4949 0.2875 0.5 2.9 -0.3 0.245
H -1.5692 2.7045 1.1964 0.6 0.0 0.4 0.214
H 0.4009 2.7700 1.2606 -0.7 1.1 0.5 0.208
H -2.2631 0.2019 0.8206 -0.6 0.6 0.6 0.219
H -1.8925 -1.8314 0.2951 0.1 0.7 -1.1 0.225
H 1.3531 -3.8759 -1.3032 -1.1 1.0 0.0 0.257
```
Forces are in eV/Å.

Properties
E_LUMO, eV: -0.6
HOMO level, eV: -8.14
Kohn-Sham gap, eV: 7.492
Total charge: 0
Structure (SMILES): C#C/C=C\C(=C)C=C
E_tot, eV: -8419.03802

Entry 2:
The following is a quantum chemistry calculation of an isolated molecule of C8H8 at a distorted geometry, from OMol25.

```
16
Properties=species:S:1:pos:R:3:forces:R:3:nbo_charge:R:1
C 1.0760 1.3204 0.7086 -0.8 1.8 0.8 -0.220
C 1.9432 0.4250 0.1473 0.1 2.1 3.3 -0.158
C -0.3225 1.3399 0.0355 -0.5 -0.2 0.7 -0.040
C -1.8799 1.4305 0.1374 3.7 -2.5 0.4 -0.005
C -0.1494 0.3296 -0.9709 -1.6 0.6 -3.4 -0.262
C -1.3496 0.0569 -0.0846 -0.6 1.8 0.5 -0.058
C 1.2021 -0.2740 -0.8604 0.2 -2.6 -2.5 -0.488
C -1.6421 -1.2325 0.6235 -0.2 1.0 2.1 -0.655
H 1.1883 2.0923 1.5032 0.6 -1.0 -0.5 0.228
H -0.6330 0.5553 -1.9540 1.4 -0.2 0.5 0.232
H 2.9994 0.2091 0.5651 -2.0 0.3 -1.0 0.242
H 1.7888 -0.4996 -1.7678 -0.5 0.9 -0.2 0.240
H 0.9868 -1.2915 -0.6389 0.2 -1.5 1.1 0.234
H -1.3597 -1.0200 1.7422 -0.5 -1.0 -1.9 0.236
H -1.0942 -2.1080 0.2127 -0.5 0.6 0.3 0.222
H -2.7543 -1.3334 0.6011 0.9 -0.4 0.0 0.251
```
Forces are in eV/Å.

Properties
E_LUMO, eV: 0.6
HOMO level, eV: -8.31
Kohn-Sham gap, eV: 8.890
Total charge: 0
E_tot, eV: -8419.23412

Entry 3:
The following is a quantum chemistry calculation of a structure of composition C8H8 at a distorted geometry, from OMol25.

```
16
Properties=species:S:1:pos:R:3:forces:R:3:nbo_charge:R:1
C -2.6174 -0.4952 -0.2228 -3.2 0.3 0.7 -0.362
C -1.5072 -1.2637 -0.0874 -2.7 -2.1 0.9 -0.279
C -0.1170 -1.0284 0.0314 3.2 1.4 -2.0 -0.184
C 0.8526 -0.1070 -0.4040 -2.6 -0.5 1.3 -0.093
C 0.6031 1.3812 -0.5688 4.4 0.4 -2.9 -0.203
C -0.1290 1.9663 0.3033 -0.2 7.2 4.1 -0.381
C 2.1552 -0.6396 -0.1465 -5.5 3.1 -1.8 -0.091
C 3.2734 -0.9077 -0.0383 9.8 -4.5 4.2 -0.199
H -3.7517 -1.1636 -0.2704 3.7 2.4 0.1 0.213
H -2.7557 0.7394 -0.1112 0.8 -3.7 -0.7 0.231
H -1.6889 -2.4559 0.1176 0.1 3.1 -1.0 0.219
H 0.4466 -1.9205 0.2253 -0.3 -0.6 0.5 0.213
H 1.4394 2.3348 -1.2695 -2.6 -3.8 1.9 0.234
H -0.6396 1.7779 1.2644 0.1 -1.2 -1.2 0.231
H 0.1720 3.2808 0.5224 -1.4 -3.8 -1.3 0.178
H 4.2641 -1.4989 0.6545 -3.6 2.5 -3.1 0.275
```
Forces are in eV/Å.

Properties
E_LUMO, eV: -0.3
HOMO level, eV: -8.32
Kohn-Sham gap, eV: 8.032
Total charge: 0
E_tot, eV: -8415.68353

Entry 4:
The following is a quantum chemistry calculation of a cluster of 2 separate species, C8H8 in total at a distorted geometry, from OMol25.

```
16
Properties=species:S:1:pos:R:3:forces:R:3:nbo_charge:R:1
C -1.0221 0.0940 1.2896 0.7 6.0 4.6 -0.249
C -0.9732 1.2634 0.5544 2.7 3.9 1.5 -0.191
C -1.0053 1.2508 -0.7902 -0.3 -1.5 -2.0 -0.242
C -1.1118 -0.1187 -1.3234 -0.1 -0.8 -1.2 -0.205
C -1.0278 -1.3180 -0.5912 -0.4 5.7 2.6 -0.216
C -1.0247 -1.0890 0.8078 -0.4 -7.3 0.2 -0.215
C 2.4784 -0.1158 0.1846 1.6 0.4 -1.3 -0.224
C 3.6404 -0.0088 -0.1615 -6.1 -0.6 1.8 -0.223
H -0.8942 0.3486 2.3862 -0.4 -1.1 -1.2 0.217
H -0.4767 2.2899 1.0965 -2.1 -2.8 -1.3 0.214
H -0.8925 2.2334 -1.3415 -0.3 -1.8 0.2 0.238
H -1.2945 -0.5063 -2.3490 0.4 1.8 0.0 0.218
H -1.0927 -2.1739 -1.1131 -0.1 -3.1 -1.2 0.214
H -1.0740 -1.8789 1.6627 0.3 0.8 -2.2 0.221
H 1.4054 -0.1315 0.1920 0.2 -0.1 0.4 0.240
H 4.5953 0.0716 -0.3544 4.3 0.3 -0.9 0.202
```
Forces are in eV/Å.

Properties
E_LUMO, eV: 1.0
HOMO level, eV: -9.59
Kohn-Sham gap, eV: 10.562
Total charge: 0
Structure (SMILES): c1ccccc1.C#C
E_tot, eV: -8421.05052

Entry 5:
The following is a quantum chemistry calculation of a structure of composition C8H8AuN3O5 at a distorted geometry, from OMol25.

```
25
Properties=species:S:1:pos:R:3:forces:R:3:nbo_charge:R:1
Au 0.2023 -1.2936 -1.1052 1.6 0.0 1.3 1.413
O -0.9030 2.6215 1.3189 -0.3 0.1 -0.1 -0.623
C -0.6999 1.4318 0.8033 0.1 0.1 0.1 0.781
O -1.5189 0.7734 0.2171 0.2 -0.3 -0.2 -0.605
C 0.7076 0.9568 1.0779 -0.6 0.2 -0.2 0.089
C 1.5208 1.6334 1.9823 -0.1 -0.1 -0.1 -0.151
C 2.7711 1.1329 2.3136 0.1 -0.1 0.0 -0.076
C 3.1865 -0.0567 1.7369 -0.3 0.1 -0.1 -0.142
C 2.3378 -0.6615 0.8297 -0.7 -0.2 -0.5 0.103
N 1.1313 -0.1711 0.4831 0.4 -0.2 0.1 -0.371
C 2.6234 -1.9561 0.1665 7.3 0.0 3.6 0.707
O 3.7215 -2.5264 0.3823 -3.3 1.3 -0.8 -0.382
O 1.7969 -2.4973 -0.5759 -4.3 -0.5 -2.9 -0.487
H -1.8288 2.8919 1.1512 0.3 0.0 0.1 0.536
H 1.1521 2.5440 2.4361 -0.1 -0.1 -0.1 0.290
H 3.3999 1.6568 3.0247 0.0 0.0 -0.1 0.279
H 4.1414 -0.5110 1.9759 -0.1 -0.2 -0.2 0.301
N -3.1694 -1.2023 -1.2031 -0.2 -0.1 0.0 -0.747
C -2.5271 -0.7320 -2.2558 -0.9 0.1 -0.3 0.800
N -3.1646 -0.3038 -3.3378 0.1 -0.1 0.2 -0.734
O -1.2422 -0.6679 -2.3062 0.9 -0.1 0.1 -0.735
H -4.1772 -1.2555 -1.1825 0.0 0.0 0.0 0.440
H -2.6737 -1.4505 -0.3634 0.0 0.1 0.0 0.428
H -4.1685 -0.3628 -3.4382 0.1 0.0 0.0 0.437
H -2.6193 0.0059 -4.1314 -0.1 0.0 0.1 0.447
```
Forces are in eV/Å.

Properties
E_LUMO (alpha / beta), eV: -12.2 / -12.2
HOMO level (alpha / beta), eV: -17.70 / -17.70
Kohn-Sham gap (alpha / beta), eV: 5.476 / 5.481
Total charge: +2
E_tot, eV: -26806.98565

Entry 6:
The following is a quantum chemistry calculation of the ion C8H8BF3NO2 with charge -1 at a distorted geometry, from OMol25.

```
23
Properties=species:S:1:pos:R:3:forces:R:3:nbo_charge:R:1
F -3.4826 -0.1799 1.5854 0.0 0.0 0.3 -0.356
C -2.3265 0.3170 1.0681 0.4 -0.7 -0.7 0.954
F -1.3157 -0.1881 1.8010 -0.1 0.0 0.2 -0.335
F -2.3251 1.6342 1.2723 -0.2 0.2 0.1 -0.323
C -2.2329 -0.0647 -0.4143 -0.3 1.3 -0.4 -0.017
C -1.6793 -1.4902 -0.7399 -0.1 -0.2 -0.6 -0.097
O -0.8815 -1.2953 -1.8916 -0.7 0.0 0.6 -0.694
B -0.3520 0.0468 -1.6703 1.7 0.5 -0.7 0.571
C 0.9402 0.0614 -0.6378 -0.5 -0.6 0.1 0.024
C 1.3768 1.2692 -0.0942 -0.8 1.4 -0.5 -0.255
C 2.4483 1.4036 0.7369 0.4 -0.6 0.3 -0.194
C 3.1110 0.2200 1.0530 0.3 1.1 0.3 -0.310
C 2.6146 -0.9319 0.5175 0.8 -1.6 0.3 0.018
N 1.5837 -1.0732 -0.3064 -0.1 0.4 0.0 -0.445
O -1.4483 0.8810 -1.1203 0.0 -1.0 0.6 -0.693
H -3.2434 0.1175 -0.8108 -0.1 -0.6 0.3 0.174
H -2.5017 -2.1774 -0.9787 0.0 0.1 0.1 0.162
H -1.0737 -1.9624 0.0444 -0.1 0.4 0.3 0.180
H 0.1060 0.5209 -2.6998 -0.2 0.1 -0.3 -0.117
H 0.8159 2.1634 -0.3600 -0.1 -0.1 0.0 0.207
H 2.7553 2.3599 1.1441 0.0 0.0 -0.1 0.193
H 3.9822 0.2244 1.6974 0.0 -0.2 0.0 0.194
H 3.1286 -1.8564 0.8040 -0.1 0.0 -0.2 0.158
```
Forces are in eV/Å.

Properties
E_LUMO, eV: 3.6
HOMO level, eV: -4.44
Kohn-Sham gap, eV: 8.075
Total charge: -1
E_tot, eV: -22842.85747